No. 1
The following is a quantum chemistry calculation of the ion C6H13N2S with charge +1 at a distorted geometry, from the OMol25 dataset.

Geometry as XYZ:
```
22
Properties=species:S:1:pos:R:3:forces:R:3
C 2.11596 -0.34725 -0.52432 -1.9 -1.0 -0.5
C -0.09343 1.49359 -0.02899 0.6 -2.9 -1.5
C 1.00400 1.73182 0.94616 -0.7 0.5 1.4
C -1.06813 0.29161 0.06637 -2.3 1.5 -0.1
C -1.81674 0.36669 1.45649 -0.9 -4.0 0.0
C -0.97066 -1.80668 -1.04551 2.4 0.1 -1.9
N -0.37210 -0.85517 -0.12791 2.6 -3.3 0.0
N 2.60753 -1.41421 -1.09841 3.6 1.3 1.8
S 2.55468 0.71306 0.67066 -0.3 -0.1 -0.2
H -0.70810 2.29246 -0.00752 -1.9 3.0 0.1
H 0.32973 1.45177 -1.03336 0.0 0.1 -0.1
H 1.23633 2.81058 0.76017 0.6 -1.0 0.5
H 0.61685 1.61351 2.02789 1.1 0.0 -1.6
H -1.88642 0.33880 -0.76155 1.1 0.8 1.2
H -2.10470 1.35663 1.57058 -0.5 1.8 0.7
H -1.29774 -0.09755 2.33023 0.4 1.0 -0.8
H -2.77479 -0.29318 1.52040 1.4 1.2 -0.8
H -1.90409 -2.05478 -0.65242 -1.9 -0.4 0.3
H -0.43065 -2.78177 -1.31736 -0.2 1.4 1.2
H -1.03918 -1.30506 -2.04568 -0.6 -0.2 0.6
H 2.35457 -1.99886 -1.89978 -0.6 0.8 0.4
H 3.64708 -1.50601 -0.80615 -2.0 -0.6 -0.9
```
Forces are in eV/Å.

Values from the calculation:
ΔE to the lowest compared entry with this formula, charge and spin: 135.4 kcal per mole
Maximum force: 4.231 eV/Å
HOMO-LUMO gap (alpha / beta): 7.31 / 8.79 eV
Lowest unoccupied orbital energy (alpha / beta): -0.2079 / -0.1558 Eh
Total charge: +1

natural (NBO) population analysis, charges in e, atoms 1 to 8: atom 1 (C): 0.2326, atom 2 (C): -0.4033, atom 3 (C): -0.4978, atom 4 (C): -0.1146, atom 5 (C): -0.6151, atom 6 (C): -0.4823, atom 7 (N): -0.2074, atom 8 (N): -0.7719



No. 2
The following is a quantum chemistry calculation of a cluster of 2 separate species, CHCl2NO in total at a distorted geometry, from the OMol25 dataset.

Geometry as XYZ:
```
6
Properties=species:S:1:pos:R:3:forces:R:3
O 1.08526 -1.66695 -0.51026 0.0 0.3 0.0
N 1.12959 -0.47136 -0.45030 -0.1 1.5 0.7
C 1.09946 0.68348 -0.18665 0.3 -1.4 -1.0
Cl 1.40117 2.21830 -0.77518 -0.2 -0.4 0.3
Cl -2.10816 0.08281 0.62927 0.4 0.9 -0.6
H -2.60731 -0.84628 1.29311 -0.5 -0.9 0.6
```
Forces are in eV/Å.

Values from the calculation:
ΔE to the lowest compared entry with this formula, charge and spin: 27.5 kcal per mole
Maximum force: 1.706 eV/Å
HOMO-LUMO gap: 9.73 eV
Lowest unoccupied orbital energy: -0.0064 Eh
SMILES string: [O-][N+]#CCl.Cl

natural (NBO) charges, unit e, in atom order: atom 1 (O): -0.3579, atom 2 (N): 0.2019, atom 3 (C): 0.0379, atom 4 (Cl): 0.1179, atom 5 (Cl): -0.2606, atom 6 (H): 0.2607



No. 3
The following is a quantum chemistry calculation of the ion C5H13NP with charge +1 at a distorted geometry, from the OMol25 dataset.

Geometry as XYZ:
```
20
Properties=species:S:1:pos:R:3:forces:R:3
C -3.22342 0.66805 -0.41279 -0.3 -0.5 -0.2
C 1.65300 1.24832 0.43608 0.0 0.3 0.1
C 0.17090 -0.36260 -0.64059 0.8 0.4 -1.4
C 2.42536 -1.02817 0.06728 0.3 -0.3 0.1
C -1.11227 -0.85353 0.48469 0.0 -0.1 0.1
N 1.47125 -0.00295 -0.25145 -1.8 -0.4 0.4
P -2.63417 -1.05807 -0.39392 0.8 0.6 0.6
H -2.46935 1.32932 -0.84038 0.2 0.1 0.0
H -3.43088 1.01391 0.60021 0.1 0.0 0.2
H 1.54051 1.13868 1.51986 0.0 0.0 0.0
H 2.65615 1.62158 0.24035 0.0 0.0 0.0
H 0.93577 1.98197 0.07465 0.0 0.0 0.0
H -4.13642 0.74957 -1.00010 0.0 0.0 0.0
H -0.28683 0.49146 -1.14194 0.0 -0.1 0.1
H 0.22553 -1.21943 -1.30922 0.0 0.1 0.1
H 2.31219 -1.86910 -0.61296 0.0 0.0 0.0
H 3.42853 -0.61684 -0.04578 0.0 0.0 0.0
H 2.32669 -1.38614 1.09730 0.0 0.0 0.1
H -0.74141 -1.78677 0.90204 0.0 -0.1 0.0
H -1.11113 -0.05925 1.22669 0.0 0.2 0.0
```
Forces are in eV/Å.

Values from the calculation:
ΔE to the lowest compared entry with this formula, charge and spin: 49.5 kcal per mole
Maximum force: 1.906 eV/Å
HOMO-LUMO gap (alpha / beta): 6.72 / 5.64 eV
Lowest unoccupied orbital energy (alpha / beta): -0.2363 / -0.2543 Eh
Total charge: +1

natural (NBO) population analysis, charges in e, atoms 1 to 8: atom 1 (C): -1.0329, atom 2 (C): -0.4239, atom 3 (C): -0.1194, atom 4 (C): -0.4234, atom 5 (C): -0.9002, atom 6 (N): -0.3070, atom 7 (P): 1.1215, atom 8 (H): 0.2676



No. 4
The following is a quantum chemistry calculation of a cluster of 2 separate species, C6H4NO4S in total at a distorted geometry, from the OMol25 dataset.

Geometry as XYZ:
```
16
Properties=species:S:1:pos:R:3:forces:R:3
C 1.18468 0.63691 0.43057 -0.4 0.2 -1.8
C 1.08260 -0.66601 -0.04019 1.0 -2.1 1.4
C -0.14432 1.06511 0.26302 -3.7 1.2 0.4
C -0.32069 -0.99426 -0.21485 2.7 -0.4 -0.1
C -3.79440 0.38183 -0.08271 -0.2 1.2 -0.3
C -3.79654 -0.93786 0.02920 0.6 -1.8 -0.1
N -1.05841 0.03355 -0.01325 -0.1 1.8 0.0
O -4.77368 -0.41629 0.81482 -0.6 -0.4 0.4
O -3.37984 -2.07444 -0.19302 -0.1 0.4 0.2
O -0.70256 2.31271 0.40316 3.9 -1.1 0.6
O -0.65002 -2.23918 -0.52221 -2.1 0.6 0.5
S -3.67733 1.96366 -0.40720 -0.3 0.7 -0.2
H 2.05283 1.27134 0.36024 0.1 0.0 0.6
H 1.73285 -1.53099 0.19142 0.2 0.8 -0.7
H -1.60015 2.37195 0.10010 -1.7 -0.8 -0.5
H -1.66718 -2.22723 -0.40062 0.6 -0.5 -0.5
```
Forces are in eV/Å.

Values from the calculation:
ΔE to the lowest compared entry with this formula, charge and spin: 7.9 kcal per mole
Maximum force: 4.124 eV/Å
HOMO-LUMO gap (alpha / beta): 7.87 / 5.36 eV
Lowest unoccupied orbital energy (alpha / beta): 0.1285 / 0.0905 Eh
Total charge: -1

natural (NBO) population analysis, charges in e, atoms 1 to 8: atom 1 (C): -0.4053, atom 2 (C): -0.2734, atom 3 (C): 0.5477, atom 4 (C): 0.5218, atom 5 (C): -0.0272, atom 6 (C): 0.6459, atom 7 (N): -0.5917, atom 8 (O): -0.5283



no.,calculated total energy (eV)
1,-20236.6078
2,-29632.1272
3,-16165.4786
4,-26800.3527